Record 1
{"formula": "C15H26N4O4PPt", "method": "ωB97M-V/def2-TZVPD", "species": ["Pt", "O", "N", "N", "O", "C", "C", "C", "C", "C", "C", "H", "H", "H", "H", "H", "C", "P", "C", "C", "O", "H", "H", "H", "H", "H", "H", "H", "H", "H", "C", "N", "C", "C", "C", "N", "C", "C", "O", "H", "H", "H", "H", "H", "H", "H", "H", "H", "H", "H", "H"], "positions_angstrom": [[0.906, 0.107, 0.745], [-0.787, 0.036, 1.780], [-0.084, -1.046, 2.026], [-0.708, -2.189, 1.363], [-0.888, -2.132, 0.129], [-1.077, -3.289, 2.175], [-0.737, -3.316, 3.525], [-1.122, -4.406, 4.286], [-1.835, -5.451, 3.713], [-2.163, -5.407, 2.364], [-1.787, -4.327, 1.583], [-0.180, -2.502, 3.966], [-0.861, -4.439, 5.335], [-2.136, -6.296, 4.316], [-2.719, -6.219, 1.915], [-2.036, -4.272, 0.534], [2.042, -2.055, -1.902], [2.999, -0.592, -1.563], [4.731, -0.990, -1.670], [2.650, 0.604, -2.836], [2.726, -0.057, -0.147], [2.163, -2.363, -2.941], [0.989, -1.850, -1.698], [2.371, -2.859, -1.243], [4.967, -1.388, -2.658], [4.986, -1.726, -0.908], [5.311, -0.083, -1.498], [2.987, 0.213, -3.797], [3.188, 1.524, -2.609], [1.582, 0.813, -2.866], [1.224, 3.886, 0.231], [-0.144, 3.607, -0.181], [-1.107, 4.695, -0.012], [-2.254, 4.509, -0.978], [-2.842, 3.133, -0.764], [-1.791, 2.123, -0.889], [-2.229, 0.774, -1.234], [-0.508, 2.387, -0.609], [0.378, 1.480, -0.775], [1.721, 4.533, -0.494], [1.789, 2.966, 0.327], [1.205, 4.394, 1.195], [-0.584, 5.634, -0.194], [-1.466, 4.710, 1.022], [-1.880, 4.587, -2.001], [-3.010, 5.279, -0.834], [-3.606, 2.912, -1.508], [-3.308, 3.056, 0.223], [-2.403, 0.687, -2.308], [-3.162, 0.573, -0.709], [-1.498, 0.033, -0.928]], "mulliken_charge": [0.974, -0.549, 0.040, 0.771, -0.553, 0.431, -0.361, -0.559, -0.522, -0.450, -0.435, 0.424, 0.379, 0.389, 0.369, 0.433, -1.066, 1.228, -1.136, -1.028, -0.790, 0.406, 0.234, 0.349, 0.372, 0.354, 0.356, 0.432, 0.352, 0.185, -0.988, 0.303, -0.657, -0.691, -0.659, 0.297, -0.963, 0.030, -0.676, 0.333, 0.241, 0.359, 0.410, 0.299, 0.299, 0.358, 0.434, 0.315, 0.342, 0.385, 0.200], "s2": 2.03, "de_lowest_kcal_mol": 17.9, "energy_ev": -42653.940, "lumo_energy_ev": [-2.57, -4.67], "charge": 1, "spin_multiplicity": 3}

=====

Record 2
{"formula": "C2H4NS", "method": "ωB97M-V/def2-TZVPD", "species": ["C", "C", "N", "S", "H", "H", "H", "H"], "positions_angstrom": [[0.134, 0.205, 0.601], [0.600, -0.910, -0.171], [-0.799, 0.521, -0.419], [1.871, 0.200, -0.117], [0.054, 0.293, 1.638], [0.553, -2.002, -0.353], [-1.819, 0.281, -0.412], [-0.593, 1.411, -0.767]], "mulliken_charge": [-0.186, 0.121, -0.358, 0.109, 0.400, 0.382, 0.291, 0.241], "de_lowest_kcal_mol": 40.7, "energy_ev": -14453.571, "lumo_energy_ev": -6.28, "charge": 1, "spin_multiplicity": 1}

=====

Record 3
{"formula": "C13H37N5O4", "method": "ωB97M-V/def2-TZVPD", "species": ["C", "O", "C", "C", "C", "N", "H", "H", "H", "H", "H", "H", "H", "H", "H", "H", "H", "C", "O", "C", "C", "C", "N", "H", "H", "H", "H", "H", "H", "H", "H", "H", "H", "H", "C", "O", "C", "C", "C", "N", "H", "H", "H", "H", "H", "H", "H", "H", "H", "H", "H", "N", "C", "N", "O", "H", "H", "H", "H"], "positions_angstrom": [[-4.119, 3.412, 0.231], [-4.180, 1.938, 0.324], [-5.111, 1.359, 1.267], [-6.496, 1.348, 0.676], [-7.577, 0.910, 1.601], [-6.600, 0.475, -0.459], [-3.621, 3.726, -0.687], [-3.442, 3.971, 0.878], [-5.099, 3.885, 0.296], [-4.648, 0.400, 1.501], [-5.178, 2.067, 2.092], [-6.702, 2.372, 0.367], [-7.402, 0.064, 2.265], [-8.456, 0.642, 1.016], [-7.815, 1.738, 2.269], [-7.554, 0.227, -0.678], [-6.377, 0.969, -1.311], [2.383, 2.035, 2.031], [2.022, 1.965, 0.610], [3.110, 2.112, -0.248], [3.284, 3.612, -0.574], [1.968, 4.294, -0.997], [4.353, 3.921, -1.543], [3.126, 2.824, 2.141], [2.813, 1.102, 2.394], [1.488, 2.234, 2.619], [4.009, 1.556, 0.017], [2.871, 1.586, -1.172], [3.608, 4.115, 0.337], [1.301, 3.812, -1.711], [2.270, 5.270, -1.377], [1.497, 4.515, -0.039], [5.218, 3.424, -1.386], [4.035, 3.652, -2.463], [6.488, -4.232, 1.097], [5.262, -4.700, 1.582], [4.336, -5.203, 0.517], [3.249, -4.177, -0.019], [2.274, -3.592, 1.081], [2.490, -4.741, -1.105], [7.028, -4.245, 2.044], [6.337, -3.201, 0.779], [7.095, -4.865, 0.449], [4.960, -5.756, -0.185], [3.811, -6.123, 0.772], [3.729, -3.262, -0.368], [2.702, -3.075, 1.940], [1.597, -4.364, 1.447], [1.610, -2.873, 0.600], [1.842, -4.144, -1.598], [3.078, -5.241, -1.758], [-3.140, -1.342, -2.590], [-1.819, -1.367, -2.421], [-1.413, -0.398, -1.606], [-1.016, -2.133, -2.832], [-3.674, -0.768, -1.953], [-3.545, -1.856, -3.359], [-0.408, -0.324, -1.536], [-1.852, 0.446, -1.266]], "mulliken_charge": [-0.783, -0.301, -0.622, 0.788, -1.504, -0.778, 0.280, 0.324, 0.297, 0.346, 0.301, 0.107, 0.314, 0.391, 0.366, 0.245, 0.227, -0.725, -0.269, -0.768, 0.708, -1.353, -0.730, 0.317, 0.266, 0.229, 0.341, 0.284, 0.131, 0.319, 0.451, 0.304, 0.232, 0.259, -0.698, -0.347, -0.897, 0.783, -1.317, -0.676, 0.235, 0.258, 0.328, 0.435, 0.439, 0.096, 0.312, 0.335, 0.297, 0.205, 0.212, -0.325, 0.569, -0.300, -0.628, 0.184, 0.200, 0.139, 0.166], "de_lowest_kcal_mol": 66.5, "energy_ev": -29718.412, "smiles": "COC[C@H](C)N.COC[C@H](C)N.COC[C@H](C)N.NC(N)=O", "lumo_energy_ev": 0.56, "spin_multiplicity": 1}

=====

Record 4
{"formula": "C2H5BF2", "method": "ωB97M-V/def2-TZVPD", "species": ["C", "C", "B", "F", "F", "H", "H", "H", "H", "H"], "positions_angstrom": [[-0.521, 0.570, -0.908], [0.488, 0.381, 0.261], [0.204, -0.991, 0.913], [-0.829, -1.754, 0.481], [1.142, -1.464, 1.745], [-0.337, 1.472, -1.486], [-1.541, 0.631, -0.487], [-0.501, -0.335, -1.520], [1.522, 0.345, -0.033], [0.374, 1.144, 1.036]], "mulliken_charge": [-0.946, -0.410, 0.494, -0.305, -0.276, 0.331, 0.265, 0.283, 0.286, 0.279], "de_lowest_kcal_mol": 0.6, "energy_ev": -8269.763, "smiles": "CCB(F)F", "lumo_energy_ev": 0.64, "spin_multiplicity": 1}

=====

Record 5
{"formula": "C11H16F2N6O8S2V", "method": "ωB97M-V/def2-TZVPD", "species": ["O", "V", "N", "S", "O", "O", "F", "S", "O", "O", "F", "O", "C", "O", "O", "H", "C", "C", "N", "H", "H", "H", "C", "C", "N", "H", "H", "H", "C", "C", "N", "H", "H", "H", "C", "C", "N", "H", "H", "H", "C", "C", "N", "H", "H", "H"], "positions_angstrom": [[0.432, 3.878, -2.542], [1.047, 3.502, -1.178], [1.236, 1.535, -0.638], [0.025, 0.297, -0.464], [-0.918, 0.327, 0.628], [0.175, -0.918, -1.184], [-0.829, 1.032, -1.617], [2.186, 0.618, 0.171], [2.901, -0.411, -0.541], [1.879, 0.497, 1.608], [3.428, 1.682, 0.253], [3.302, 3.784, -1.817], [3.828, 3.229, -2.934], [5.037, 3.106, -3.045], [3.092, 3.029, -3.959], [4.094, 3.763, -1.274], [0.596, -3.304, -2.721], [0.924, -4.738, -2.874], [1.245, -5.858, -2.983], [-0.212, -3.045, -3.405], [1.539, -2.762, -2.800], [0.313, -3.161, -1.678], [-1.987, 0.257, 3.403], [-1.088, -0.939, 3.420], [-0.327, -1.787, 3.411], [-2.234, 0.567, 4.419], [-2.921, 0.002, 2.902], [-1.466, 1.027, 2.834], [-4.418, 0.867, 0.577], [-4.400, 2.200, 1.120], [-4.396, 3.244, 1.535], [-3.388, 0.547, 0.421], [-5.070, 0.701, -0.281], [-4.959, 0.302, 1.336], [2.889, -0.118, 4.372], [4.058, -0.011, 3.507], [4.992, 0.063, 2.870], [3.213, -0.515, 5.334], [2.076, -0.671, 3.903], [2.467, 0.867, 4.572], [-2.823, -1.781, -2.653], [-3.502, -2.861, -1.962], [-4.017, -3.623, -1.409], [-2.316, -1.032, -2.045], [-3.550, -1.177, -3.196], [-2.152, -2.212, -3.397]], "mulliken_charge": [-0.336, 1.591, 0.249, 0.542, -0.392, -0.358, -0.365, 0.820, -0.505, -0.467, -0.326, -0.312, 0.644, -0.586, -0.634, 0.264, -0.263, 0.123, -0.399, 0.105, 0.311, 0.205, -0.380, 0.343, -0.466, 0.410, 0.034, 0.108, -0.580, 0.371, -0.409, 0.012, 0.365, 0.297, -0.568, 0.390, -0.408, 0.349, 0.040, 0.246, -0.379, 0.306, -0.303, -0.219, 0.339, 0.191], "s2": 0.82, "de_lowest_kcal_mol": 0.0, "energy_ev": -89770.349, "lumo_energy_ev": [-5.24, -4.80], "spin_multiplicity": 2}

=====

Record 6
{"formula": "C23H24N2O3S2", "method": "ωB97M-V/def2-TZVPD", "species": ["O", "C", "N", "C", "C", "C", "C", "C", "C", "C", "C", "C", "C", "C", "C", "C", "C", "C", "C", "C", "C", "N", "S", "O", "O", "C", "C", "C", "C", "S", "H", "H", "H", "H", "H", "H", "H", "H", "H", "H", "H", "H", "H", "H", "H", "H", "H", "H", "H", "H", "H", "H", "H", "H"], "positions_angstrom": [[-1.970, 0.010, 1.700], [-1.475, -0.505, 0.713], [-0.294, -0.139, 0.193], [0.567, 0.846, 0.828], [1.432, 0.194, 1.909], [2.469, 1.193, 2.401], [3.443, 1.499, 1.270], [2.734, 1.867, -0.004], [3.440, 2.525, -1.006], [2.840, 2.868, -2.202], [1.506, 2.557, -2.411], [0.795, 1.905, -1.423], [1.396, 1.549, -0.219], [-2.204, -1.618, -0.049], [-1.632, -2.999, 0.330], [-0.175, -3.114, -0.013], [0.786, -3.228, 0.983], [2.132, -3.292, 0.662], [2.535, -3.237, -0.661], [1.584, -3.132, -1.663], [0.240, -3.075, -1.342], [-3.616, -1.573, 0.242], [-4.494, -0.529, -0.714], [-4.120, -0.798, -2.070], [-5.862, -0.643, -0.319], [-3.901, 1.090, -0.315], [-2.996, 1.817, -1.026], [-2.651, 3.020, -0.376], [-3.302, 3.165, 0.811], [-4.346, 1.847, 1.155], [0.103, -0.675, -0.564], [-0.108, 1.571, 1.305], [1.932, -0.682, 1.487], [0.788, -0.138, 2.724], [3.009, 0.787, 3.258], [1.969, 2.110, 2.719], [4.060, 0.615, 1.077], [4.119, 2.308, 1.558], [4.480, 2.769, -0.838], [3.406, 3.379, -2.966], [1.023, 2.824, -3.339], [-0.247, 1.666, -1.575], [-2.116, -1.457, -1.127], [-1.783, -3.154, 1.400], [-2.212, -3.751, -0.210], [0.478, -3.264, 2.018], [2.867, -3.386, 1.449], [3.584, -3.281, -0.911], [1.892, -3.098, -2.698], [-0.499, -3.005, -2.127], [-3.802, -1.414, 1.225], [-2.625, 1.492, -1.981], [-1.953, 3.736, -0.770], [-3.226, 3.978, 1.506]], "mulliken_charge": [-0.672, -0.118, 0.599, 0.190, -0.281, -1.218, -1.032, 0.586, -0.773, -0.624, -0.888, -0.336, 0.138, -0.318, -1.520, 0.258, -0.067, -0.708, -0.452, -0.719, -0.011, -0.308, 1.185, -0.691, -0.693, 0.127, -0.250, -0.651, -0.497, -0.119, 0.362, 0.281, -0.091, 0.387, 0.439, 0.377, 0.376, 0.484, 0.454, 0.385, 0.448, 0.461, 0.629, 0.370, 0.370, 0.376, 0.413, 0.418, 0.428, 0.435, 0.464, 0.687, 0.437, 0.476], "de_lowest_kcal_mol": 0.0, "energy_ev": -55034.712, "smiles": "O=C(N[C@H]1CCCc2ccccc21)[C@@H](Cc1ccccc1)NS(=O)(=O)c1cccs1", "lumo_energy_ev": 0.60, "spin_multiplicity": 1}